# 1
The following is a quantum chemistry calculation of a single C5H10N2O4 molecule in a non-equilibrium geometry, from the Open Molecules 2025 dataset.

```
21
Properties=species:S:1:pos:R:3:lowdin_charge:R:1
O -3.28 -0.52 0.08 0.1272
O 1.59 0.99 0.85 0.0373
O -1.72 -2.13 0.07 0.1576
O -0.49 2.36 -0.29 -0.0921
N 3.89 -0.21 -0.26 0.0053
N 0.29 -0.29 -0.43 0.1394
C -1.03 0.14 0.13 -0.2087
C 1.45 -0.06 0.18 -0.4598
C -1.62 1.43 -0.33 -0.1910
C 2.62 -0.95 -0.12 -0.2057
C -2.01 -0.99 0.10 -0.4909
H 0.14 1.86 0.38 0.0808
H 4.25 -0.04 0.68 0.0697
H 4.46 -0.89 -0.79 0.0805
H 0.28 -0.78 -1.28 0.1437
H -2.45 1.85 0.39 0.1578
H -3.31 0.34 0.43 0.0556
H 2.38 -1.62 -0.97 0.1104
H -0.90 0.22 1.23 0.1905
H 2.71 -1.88 0.76 0.1848
H -2.03 1.49 -1.29 0.1076
```

Results
- SMILES string: NCC(=O)N[C@@H](CO)C(=O)O
- Orbital gap: 10.4 eV
- HOMO: -10.00 eV
- Relative energy (zero: lowest compared OMol25 entry of this formula, charge and spin): 46.4 kcal/mol

***

# 2
The following is a quantum chemistry calculation of 9 unconnected molecules or ions with the total composition C23H48BrCl16N4 in a non-equilibrium geometry, from the Open Molecules 2025 dataset.

```
92
Properties=species:S:1:pos:R:3:lowdin_charge:R:1
Br 5.38 0.75 -5.99 0.7438
Cl -2.73 -6.28 3.77 0.5986
Cl -3.89 1.46 4.57 0.5807
Cl -2.16 5.74 5.08 0.5341
Cl 3.10 3.25 -7.09 0.5133
Cl -3.66 -1.22 2.04 0.5394
Cl -4.84 1.42 7.84 0.5477
Cl -2.78 0.57 -8.12 0.5503
Cl -0.36 3.43 6.83 0.5275
Cl -0.31 -0.60 1.98 0.5718
Cl -4.14 -5.66 0.06 0.5407
Cl 3.20 -3.17 5.16 0.5482
Cl 1.74 5.07 -4.51 0.5756
Cl 3.63 -2.94 1.78 0.5208
Cl -2.78 -3.82 6.15 0.5439
Cl -3.61 0.51 -4.81 0.5828
Cl -1.63 -3.41 -0.52 0.5723
N 4.57 1.65 -2.48 0.0440
N -1.15 0.10 -2.65 -0.0314
N 6.48 0.37 -3.01 0.1165
N 5.87 2.03 -4.67 -0.3346
C -2.84 0.20 1.33 -0.6490
C 2.03 4.68 -7.21 -0.6415
C -1.50 -0.16 0.73 -0.6846
C -2.40 -5.89 0.38 -0.6850
C 2.90 -1.72 2.85 -0.6946
C -2.77 4.64 6.34 -0.6750
C -1.74 4.39 7.43 -0.6576
C -4.33 0.02 6.86 -0.6595
C 3.56 -1.69 4.22 -0.6643
C 2.27 5.68 -6.10 -0.6420
C -0.03 0.69 -3.45 -0.2548
C -3.13 -0.88 -5.83 -0.6374
C -1.73 -4.60 0.80 -0.6608
C 5.65 1.33 -3.41 -0.3839
C -2.10 -0.50 -6.87 -0.6689
C 2.07 1.89 -2.32 -0.1681
C -4.07 -4.22 4.98 -0.6573
C 3.38 2.21 -3.17 -0.2174
C -3.26 0.40 5.86 -0.6332
C 5.83 -1.66 -1.74 0.0718
C 1.37 0.51 -2.68 -0.1698
C -4.14 -5.70 4.69 -0.6317
C 6.16 -0.30 -1.71 -0.1342
H -1.95 -6.31 -0.52 0.0690
H -1.25 0.01 -6.42 0.0441
H -3.65 5.12 6.78 0.0775
H -3.94 -0.73 7.55 0.0688
H -2.74 0.96 2.10 0.0215
H 3.49 3.34 -3.17 0.0899
H 6.86 2.29 -4.78 0.0840
H -4.21 -6.29 5.60 0.0719
H -5.22 -0.39 6.37 0.0697
H -2.42 0.90 6.33 0.0564
H -1.09 0.69 0.19 0.0584
H 2.24 5.15 -8.17 0.0780
H -1.74 -1.39 -7.38 0.0752
H -5.01 -3.89 5.42 0.0752
H 1.83 -1.92 2.92 0.0106
H -2.19 3.83 8.24 0.0665
H 6.11 0.31 -0.76 0.1282
H 6.28 -2.34 -0.96 0.0882
H 2.29 1.87 -1.21 0.1180
H -2.32 -6.62 1.17 0.0166
H -4.03 -1.29 -6.28 0.0727
H -0.28 1.78 -3.57 0.1137
H -2.25 -4.13 1.64 0.0345
H -3.08 3.72 5.87 0.0023
H 1.34 2.74 -2.53 0.0910
H -3.90 -3.64 4.07 0.0427
H -0.70 -4.81 1.11 0.0793
H 1.10 -0.02 -1.70 0.1051
H -3.50 0.58 0.55 0.0784
H 5.12 -2.02 -2.53 0.0871
H -2.71 -1.63 -5.15 0.0698
H 3.32 5.96 -6.02 0.0716
H 4.64 -1.59 4.14 0.0663
H 3.17 -0.85 4.80 0.0741
H -1.35 5.33 7.83 0.0689
H -2.04 0.56 -2.92 -0.0054
H -1.26 -0.90 -2.87 0.0648
H -1.58 -1.00 0.03 -0.0306
H 5.01 2.36 -1.87 0.1639
H 3.32 1.88 -4.25 0.0797
H 0.00 0.16 -4.46 0.0942
H 3.03 -0.75 2.36 0.0637
H -2.88 -0.50 5.37 0.0570
H 1.00 4.33 -7.22 0.0734
H 1.69 6.59 -6.29 0.0784
H 7.29 0.10 -3.57 0.1697
H -5.02 -5.92 4.08 0.0777
H 2.04 -0.18 -3.27 0.1010
```

Results
- Charge: +1
- Orbital gap: 6.5 eV
- HOMO: -11.32 eV

***

# 3
The following is a quantum chemistry calculation of a molecular structure, C24H22Br4KN7O2SSe, from the Open Molecules 2025 dataset.

```
62
Properties=species:S:1:pos:R:3:lowdin_charge:R:1
Br -1.75 0.23 -7.65 0.6050
Br 3.01 -0.37 -4.50 0.6475
Br -3.49 0.38 -4.80 0.6537
Br 1.55 -0.14 -7.50 0.6020
Se -3.89 0.68 6.01 0.3506
K -0.37 0.66 -0.27 0.7398
S 1.62 2.37 3.50 0.9852
O -1.73 0.15 -2.42 -0.2447
O 1.03 -0.20 -2.30 -0.2568
N 2.54 1.14 0.11 -0.0113
N -4.77 0.38 4.49 -0.4755
N -2.03 0.98 3.62 0.1170
N -2.52 0.02 1.53 0.0774
N 1.54 -1.51 0.74 -0.0698
N -1.55 2.94 1.29 0.0959
N -0.84 -2.99 -0.50 0.0233
C -0.32 -3.09 0.86 -0.2845
C 0.23 0.37 4.28 -0.1064
C -1.03 0.08 -3.49 -0.4818
C 0.50 -0.06 -5.92 -0.7937
C 2.97 -1.25 0.60 -0.2342
C -1.60 0.16 -4.78 -0.6477
C 1.12 -0.15 -4.65 -0.6440
C -2.04 3.80 0.41 -0.1284
C -0.86 0.10 -5.98 -0.7922
C 1.19 -2.92 0.89 -0.2443
C -0.14 4.66 2.13 -0.0433
C -4.86 -0.22 0.97 -0.0834
C -5.23 0.01 2.26 -0.0463
C -4.27 0.30 3.27 -0.3948
C -0.05 2.30 3.01 -0.4166
C -2.87 0.45 2.82 -0.3084
C 1.48 0.89 4.35 -0.4305
C -3.47 -0.24 0.68 -0.1535
C -0.69 1.19 3.53 -0.3102
C 0.43 -0.10 -3.43 -0.4655
C -0.65 5.54 1.20 -0.0848
C -1.62 5.12 0.31 -0.0759
C 3.31 0.19 0.92 -0.2817
C -0.60 3.34 2.14 -0.2919
H 1.64 -3.55 0.10 0.1180
H -0.29 6.57 1.18 0.0983
H 2.92 2.07 0.18 0.0639
H -0.48 -2.20 -1.02 0.0394
H -3.15 -0.48 -0.34 0.0929
H -0.57 -4.08 1.25 0.0995
H 0.61 4.97 2.85 0.0920
H -6.27 -0.03 2.58 0.1022
H -0.75 -2.34 1.55 0.0961
H -5.58 -0.43 0.19 0.0888
H 3.33 -1.51 -0.40 0.1224
H 3.08 0.38 1.97 0.0682
H 2.49 0.87 -0.87 0.0462
H 1.13 -1.20 -0.13 0.0171
H 4.40 0.30 0.79 0.1013
H 1.58 -3.26 1.85 0.1089
H 3.51 -1.88 1.32 0.1105
H -2.80 3.40 -0.27 0.1169
H -1.85 -2.87 -0.49 0.0593
H -0.08 -0.54 4.77 0.1093
H -2.03 5.78 -0.44 0.0944
H 2.34 0.47 4.84 0.0593
```

Results
- Charge: -2
- Orbital gap: 4.9 eV
- HOMO: -1.29 eV
- Relative energy (zero: lowest compared OMol25 entry of this formula, charge and spin): 4.2 kcal/mol